[1]
The following is a DFT calculation (ωB97M-V/def2-TZVPD) of a 3-piece molecular cluster, C36H69BrN12O10P4S overall.

HOMO-LUMO gap = 6.2815 eV
Structure (SMILES) = CCCCOc1nc2c(CCCCCCCSc3nnco3)c(ON=O)c(Br)c(PP(=O)(O)O)c2nc1CCC(N)=O.CN(C)P(=O)(N(C)C)N(C)C.CN(C)P(=O)(N(C)C)N(C)C

Last column: Mulliken charge in e.
Geometry (Å):
C: 0.697 5.343 0.174  -1.071
C: 1.645 4.514 1.176  -0.141
C: 1.106 4.429 2.691  -0.619
C: 0.043 3.205 2.850  -0.350
O: 0.787 2.040 3.337  -0.441
C: 0.699 1.017 2.326  -0.358
N: -0.555 0.401 2.063  -0.336
C: -0.483 -0.630 1.059  -0.144
C: -1.832 -1.401 0.742  0.253
C: -3.243 -1.082 1.420  -0.190
C: -3.212 -0.942 3.019  -0.173
C: -4.664 -0.994 3.730  -1.016
C: -5.906 -0.713 2.749  -0.345
C: -5.956 0.766 2.119  -0.478
C: -7.472 1.370 2.106  -0.938
C: -8.465 0.489 1.174  -0.452
S: -9.551 1.692 0.251  -0.158
C: -11.254 1.016 0.085  0.443
N: -11.739 -0.300 0.441  -0.152
N: -13.071 -0.356 0.188  -0.457
C: -13.496 0.907 -0.345  0.053
O: -12.372 1.767 -0.414  -0.277
C: -1.824 -2.567 -0.313  -0.218
O: -3.005 -3.331 -0.658  0.044
N: -3.143 -4.458 0.094  0.210
O: -2.347 -4.532 0.979  -0.293
C: -0.500 -2.939 -1.079  -0.265
Br: -0.485 -4.399 -2.412  -0.162
C: 0.776 -2.124 -0.758  0.544
P: 2.376 -2.520 -1.716  -0.253
P: 2.286 -1.092 -3.408  1.011
O: 0.833 -0.522 -3.472  -0.665
O: 2.605 -1.832 -4.912  -0.515
O: 3.315 0.261 -3.132  -0.511
C: 0.841 -0.964 0.330  0.218
N: 2.130 -0.346 0.516  -0.069
C: 1.994 0.626 1.550  0.550
C: 3.351 1.416 1.964  -0.142
C: 4.462 1.315 0.777  -0.381
C: 5.368 -0.003 0.941  0.301
N: 5.010 -1.121 1.852  -0.377
O: 6.456 -0.160 0.288  -0.655
H: -0.211 4.761 -0.202  0.258
H: 0.429 6.327 0.709  0.285
H: 1.348 5.606 -0.746  0.335
H: 1.726 3.442 0.742  -0.023
H: 2.721 4.944 1.218  0.363
H: 0.545 5.378 3.037  0.377
H: 2.000 4.183 3.380  0.271
H: -0.785 3.422 3.608  0.334
H: -0.436 2.984 1.832  0.262
H: -3.680 -0.156 0.879  0.054
H: -3.973 -1.947 1.173  0.256
H: -2.790 0.114 3.249  0.053
H: -2.464 -1.671 3.522  0.330
H: -4.689 -0.190 4.567  0.325
H: -4.863 -1.997 4.265  0.302
H: -5.933 -1.558 1.980  0.256
H: -6.864 -0.831 3.395  0.459
H: -5.206 1.505 2.562  0.391
H: -5.678 0.660 0.996  0.182
H: -7.877 1.545 3.161  0.334
H: -7.377 2.410 1.599  0.427
H: -9.154 -0.198 1.773  0.393
H: -7.879 -0.113 0.379  0.275
H: -14.595 1.101 -0.624  0.346
H: 2.314 -3.815 -2.322  0.114
H: 1.942 -1.418 -5.528  0.331
H: 2.763 1.010 -2.811  0.318
H: 3.791 0.878 2.894  0.482
H: 3.151 2.490 2.293  -0.165
H: 3.981 1.294 -0.272  0.223
H: 5.071 2.283 0.825  0.373
H: 5.800 -1.780 1.911  0.319
H: 4.170 -1.620 1.514  0.190
C: 10.317 2.835 2.377  -0.793
N: 9.248 3.434 3.154  0.089
C: 9.243 4.889 2.997  -1.082
P: 8.443 2.831 4.552  0.877
O: 7.075 3.308 4.030  -0.828
N: 8.065 1.165 4.329  0.318
C: 8.738 0.269 3.407  -1.245
C: 6.662 0.772 4.436  -1.250
N: 9.997 2.305 5.235  -0.119
C: 9.841 1.480 6.459  -1.045
C: 10.858 3.434 5.655  -1.080
H: 11.243 2.694 2.944  0.274
H: 10.576 3.448 1.508  0.409
H: 10.026 1.880 1.944  0.158
H: 10.050 5.363 3.567  0.305
H: 8.302 5.326 3.340  0.286
H: 9.346 5.181 1.948  0.412
H: 8.426 0.446 2.372  0.271
H: 8.516 -0.777 3.645  0.408
H: 9.824 0.344 3.483  0.437
H: 6.116 0.985 3.509  0.310
H: 6.173 1.296 5.259  0.358
H: 6.563 -0.297 4.654  0.381
H: 9.279 2.017 7.230  0.352
H: 10.819 1.205 6.868  0.400
H: 9.334 0.535 6.267  0.307
H: 10.327 4.111 6.331  0.370
H: 11.220 4.014 4.806  0.270
H: 11.761 3.075 6.159  0.393
C: -3.591 -2.947 -8.346  -0.792
N: -4.633 -2.336 -7.542  0.034
C: -4.621 -0.881 -7.694  -1.044
P: -5.413 -2.933 -6.127  0.885
O: -6.786 -2.435 -6.615  -0.780
N: -5.821 -4.594 -6.348  0.234
C: -5.182 -5.494 -7.288  -1.224
C: -7.227 -4.968 -6.209  -1.039
N: -3.852 -3.483 -5.484  -0.032
C: -3.990 -4.311 -4.259  -0.824
C: -2.964 -2.368 -5.079  -0.850
H: -2.654 -3.103 -7.801  0.270
H: -3.344 -2.334 -9.219  0.394
H: -3.906 -3.895 -8.776  0.193
H: -3.794 -0.420 -7.141  0.304
H: -5.547 -0.431 -7.327  0.289
H: -4.539 -0.585 -8.744  0.396
H: -5.517 -5.308 -8.314  0.301
H: -5.414 -6.538 -7.049  0.423
H: -4.094 -5.434 -7.238  0.371
H: -7.794 -4.745 -7.120  0.301
H: -7.689 -4.441 -5.373  0.324
H: -7.333 -6.037 -5.992  0.315
H: -4.525 -3.769 -3.473  0.380
H: -3.006 -4.600 -3.875  0.093
H: -4.515 -5.248 -4.441  0.335
H: -3.470 -1.686 -4.388  0.337
H: -2.615 -1.790 -5.934  0.186
H: -2.055 -2.742 -4.599  0.221

***

[2]
The following is a DFT calculation (ωB97M-V/def2-TZVPD) of C38H51ClN8O4RbS as an isolated structure.

Charge = -1
HOMO-LUMO gap = 6.9610 eV

Last column: Mulliken charge in e.
Geometry (Å):
Rb: 1.937 0.780 0.387  0.851
C: -2.885 0.288 1.426  -0.500
C: -3.103 -0.833 0.638  -0.066
C: -3.123 -0.717 -0.745  -0.540
C: -2.928 0.523 -1.336  -0.264
C: -2.704 1.643 -0.547  -0.591
C: -2.681 1.526 0.834  -0.264
H: -2.862 0.193 2.505  0.334
H: -3.253 -1.801 1.104  0.472
H: -3.287 -1.594 -1.361  0.376
H: -2.947 0.618 -2.415  0.447
H: -2.533 2.608 -1.007  0.370
H: -2.482 2.399 1.442  0.290
C: 0.650 -2.252 -2.440  -0.720
N: 0.747 -0.797 -2.560  0.410
C: -0.141 -0.356 -3.629  -0.773
N: 0.186 -0.978 -4.921  0.084
C: 0.105 -2.432 -4.747  -0.704
N: 0.996 -2.930 -3.701  0.121
C: 2.370 -2.541 -4.052  -0.678
N: 2.511 -1.093 -4.209  0.104
C: 2.131 -0.472 -2.930  -0.585
C: 1.580 -0.643 -5.239  -0.689
H: -0.374 -2.521 -2.166  0.135
H: 1.337 -2.579 -1.657  0.299
H: -0.070 0.730 -3.732  0.229
H: -1.169 -0.622 -3.369  0.254
H: 0.367 -2.912 -5.694  0.324
H: -0.925 -2.698 -4.492  0.333
H: 2.645 -3.030 -4.991  0.314
H: 3.041 -2.873 -3.259  0.374
H: 2.241 0.613 -3.016  0.308
H: 2.784 -0.848 -2.142  0.134
H: 1.844 -1.110 -6.193  0.334
H: 1.665 0.441 -5.340  0.334
C: 4.225 0.296 5.732  -1.445
C: 3.374 1.068 4.754  0.740
C: 3.891 2.138 4.035  -1.146
C: 3.116 2.837 3.114  1.445
C: 3.696 3.995 2.348  -1.580
C: 1.787 2.459 2.910  -0.280
C: 1.248 1.392 3.635  1.721
C: -0.196 0.998 3.448  -1.300
C: 2.047 0.710 4.548  -1.242
C: 0.875 3.267 1.957  0.087
O: 0.488 4.362 2.394  -0.769
O: 0.608 2.719 0.859  -0.777
H: 5.144 0.836 5.960  0.368
H: 4.494 -0.676 5.314  0.275
H: 3.683 0.122 6.663  0.348
H: 4.920 2.440 4.202  0.277
H: 4.668 4.283 2.749  0.409
H: 3.016 4.846 2.395  0.356
H: 3.824 3.728 1.296  0.281
H: -0.805 1.886 3.275  0.397
H: -0.571 0.471 4.327  0.452
H: -0.319 0.344 2.581  0.097
H: 1.624 -0.111 5.122  0.326
C: -0.854 -3.605 5.142  -1.917
C: -1.248 -5.079 4.901  2.387
C: -2.518 -5.117 4.043  -1.834
C: -1.597 -5.687 6.271  -1.911
C: -0.065 -5.890 4.242  2.146
O: 1.149 -5.641 4.924  -0.655
C: -0.381 -7.407 4.267  -1.682
C: 0.598 -8.362 3.547  -1.431
C: 2.017 -8.342 4.062  0.471
C: 2.298 -8.768 5.357  -0.017
C: 3.588 -8.742 5.857  -0.875
C: 4.619 -8.292 5.048  0.417
Cl: 6.239 -8.254 5.670  -0.238
C: 4.371 -7.885 3.750  -0.934
C: 3.073 -7.923 3.263  -0.113
C: 0.199 -5.528 2.761  -2.727
N: 0.439 -4.143 2.435  1.156
C: -0.337 -3.300 1.727  0.035
N: 0.235 -2.127 1.635  -0.018
C: 1.405 -2.306 2.303  -0.789
N: 1.570 -3.513 2.796  -0.863
H: -1.429 -3.198 5.976  0.435
H: -1.062 -2.982 4.274  0.333
H: 0.203 -3.512 5.379  0.366
H: -3.295 -4.534 4.539  0.480
H: -2.897 -6.132 3.910  0.352
H: -2.355 -4.674 3.060  0.210
H: -2.363 -5.072 6.745  0.547
H: -0.735 -5.703 6.943  0.397
H: -1.996 -6.698 6.187  0.363
H: 1.039 -5.834 5.861  0.624
H: -1.371 -7.562 3.833  0.404
H: -0.433 -7.718 5.312  0.569
H: 0.588 -8.174 2.473  0.465
H: 0.202 -9.372 3.688  0.523
H: 1.493 -9.124 5.991  0.379
H: 3.797 -9.068 6.867  0.399
H: 5.182 -7.534 3.126  0.403
H: 2.890 -7.602 2.244  0.342
H: -0.646 -5.861 2.161  0.427
H: 1.088 -6.080 2.465  0.496
H: -1.292 -3.574 1.306  0.362
H: 2.141 -1.530 2.419  0.506
O: 4.367 0.834 -0.200  -0.654
S: 4.588 -0.638 0.002  0.222
N: 3.491 -1.552 -0.327  -0.455

***

[3]
The following is a DFT calculation (ωB97M-V/def2-TZVPD) of C12H17BN6O2Pd as an isolated structure.

⟨S²⟩ = 6.0348
Multiplicity = 5
Charge = +4
HOMO-LUMO gap (alpha / beta) = 7.8819 / 5.2662 eV

Last column: Löwdin spin population.
Geometry (Å):
C: -2.458 -1.396 0.752  0.081
N: -1.331 -0.677 0.703  0.163
N: -1.629 0.537 0.087  0.125
C: -2.969 0.624 -0.068  0.163
C: -3.521 -0.584 0.316  0.427
B: -0.731 1.766 -0.158  0.017
N: 0.349 1.782 0.970  0.133
N: 0.647 0.713 1.838  0.154
C: 1.296 1.222 2.902  0.095
C: 1.463 2.608 2.720  0.429
C: 0.829 2.924 1.528  0.149
Pd: 0.353 -1.369 1.684  0.114
N: -0.214 1.923 -1.661  0.077
N: 0.375 0.808 -2.163  0.232
C: 0.851 1.071 -3.371  0.005
C: 0.490 2.403 -3.731  0.384
C: -0.191 2.916 -2.625  0.292
H: 1.406 0.326 -3.934  -0.004
H: -0.640 3.888 -2.474  0.008
H: 0.700 2.877 -4.662  0.013
H: -1.385 2.782 -0.037  0.006
H: 0.514 3.894 1.140  0.002
H: -3.422 1.566 -0.361  0.003
H: 1.923 3.300 3.398  0.014
H: -4.543 -0.870 0.307  0.015
H: 1.707 0.612 3.710  0.000
H: -2.438 -2.411 1.098  0.000
H: 2.134 -1.869 0.932  0.002
C: 2.242 -1.917 2.051  0.008
H: 3.010 -1.184 2.282  0.000
H: 1.385 -1.668 2.796  0.001
H: 2.541 -2.935 2.336  0.000
C: 0.039 -3.763 -1.734  0.049
C: 0.381 -2.933 -0.494  0.038
O: 0.944 -1.804 -0.667  0.695
O: 0.042 -3.338 0.709  0.095
H: 0.935 -3.891 -2.356  0.000
H: -0.707 -3.195 -2.306  -0.001
H: -0.378 -4.738 -1.457  0.015